1.
83
Properties=species:S:1:pos:R:3:forces:R:3 method="wB97M-V/def2-TZVPD" lumo_ev=0.5015 total_charge=0 homo_energy_ev=-6.62 largest_force_ev_per_a=3.53
Ca -5.257986 -0.401449 17.081972 0.008 -0.054 -0.295
C -3.805968 -0.941094 22.120322 -0.966 0.393 0.314
C -3.874362 -1.836140 20.920421 0.637 -0.423 -0.212
C -5.320513 -2.153358 20.624824 -0.143 -0.266 -0.762
C -3.171562 -1.289091 19.677024 -0.579 -0.362 0.011
C -2.734006 0.037321 19.593993 -0.569 -0.666 1.818
C -2.032217 0.465369 18.515527 0.843 0.497 -1.341
C -1.790940 -0.349759 17.356669 -0.598 0.398 1.826
C -1.048150 0.203659 16.207488 1.810 -0.364 -0.020
C -2.227030 -1.663546 17.439337 -1.233 -0.716 0.149
C -2.972023 -2.107197 18.573801 0.608 -0.903 -0.608
H -4.315763 -1.448213 22.938818 0.135 -0.007 0.209
H -4.385186 -0.032262 21.942894 0.116 0.200 0.020
H -2.813118 -0.677500 22.423259 0.617 0.111 0.176
H -3.399403 -2.771457 21.248100 0.213 0.025 -0.539
H -5.890248 -1.232399 20.653341 -0.314 0.180 -0.015
H -5.734621 -2.856977 21.344829 -0.119 0.007 -0.014
H -5.409502 -2.571984 19.606852 -0.146 -0.095 0.475
H -2.925407 0.649590 20.498563 0.390 -0.005 -0.998
H -1.599379 1.466374 18.615616 -0.216 -0.242 -0.575
H -1.614035 0.888713 15.592807 -0.283 0.005 -0.204
H -0.634683 -0.628394 15.605986 -0.365 0.529 -0.004
H -0.163186 0.746377 16.609176 -0.502 -0.136 -0.363
H -2.089405 -2.399936 16.621386 0.058 0.739 0.478
H -3.301136 -3.178910 18.603762 0.319 1.097 -0.032
C -10.440005 -0.781923 14.830090 0.349 0.971 -3.376
C -8.940068 -0.809418 14.838267 -0.112 -1.048 0.550
C -8.352909 -0.236460 13.568150 0.808 -0.322 -0.999
P -8.145684 -0.255780 16.370212 1.410 0.745 0.657
C -9.124486 -0.892690 17.853533 1.073 -0.459 -1.661
C -8.134681 -1.032820 19.012180 -1.608 -0.593 -0.754
C -10.297335 -0.043868 18.155095 -0.331 1.485 1.194
C -8.196264 1.576778 16.361460 -0.173 0.513 -0.339
C -9.075981 2.308428 15.509217 2.084 0.092 1.644
C -8.928465 3.678439 15.408884 0.583 0.182 -0.190
C -9.722492 4.444584 14.403235 -0.822 0.624 0.794
C -7.900200 4.333876 16.109782 -0.936 -0.589 -0.128
C -7.110209 3.679951 17.034434 -0.414 -0.628 -0.772
C -7.164188 2.269418 17.113126 -0.697 -0.724 0.195
N -6.282687 1.514643 17.871430 0.378 0.458 1.037
C -5.387764 2.226076 18.764591 0.486 0.463 -0.254
C -5.598221 2.332548 20.178452 -2.205 -1.021 -0.413
C -6.938842 1.771607 20.725355 0.748 0.649 0.593
C -4.677988 2.903361 21.016116 1.082 0.874 -0.794
C -3.568130 3.599810 20.487982 -0.412 -0.079 0.037
C -2.624264 4.257525 21.465786 0.903 -0.444 -2.195
C -3.397174 3.649968 19.114468 0.099 -1.101 -0.366
C -4.221459 2.844245 18.259054 0.087 1.136 0.550
C -3.906981 2.811295 16.791887 0.808 0.777 -0.293
H -10.748672 -1.268186 13.855250 -0.061 0.770 0.924
H -10.837799 0.214417 14.930001 -0.381 0.252 -0.225
H -10.812373 -1.363244 15.564629 -1.368 -1.888 2.595
H -8.746758 -1.893101 14.890368 0.435 0.179 -0.224
H -7.618230 -0.914113 13.088879 -0.612 0.012 0.194
H -7.769739 0.672277 13.647189 -0.196 0.447 0.436
H -9.186155 -0.056205 12.879624 0.366 0.024 -0.140
H -9.394645 -1.889269 17.508003 -0.321 -0.279 0.070
H -7.748442 -0.061056 19.176219 0.612 0.706 0.620
H -7.355421 -1.748262 18.765533 0.064 -0.096 0.082
H -8.757194 -1.402141 19.827372 0.516 0.012 0.524
H -9.957894 1.007565 18.255371 -0.165 -0.423 0.224
H -10.834324 -0.313323 19.073490 0.241 -0.096 0.013
H -11.035251 0.005815 17.390323 -0.522 -0.230 -0.838
H -9.736148 1.833206 14.831721 -0.671 -0.519 -0.242
H -10.785297 4.620106 14.723536 0.813 -0.400 -0.475
H -9.648963 3.982962 13.439130 -0.389 -0.309 -0.625
H -9.283023 5.424277 14.309950 0.080 0.504 -0.159
H -7.766421 5.364126 15.821186 0.197 0.364 0.526
H -6.390789 4.198967 17.623502 0.495 0.375 0.201
H -6.829242 0.733348 20.978457 -0.057 -0.746 -0.282
H -7.756725 1.917974 20.037521 -0.038 -0.162 -0.483
H -7.310802 2.183370 21.674592 0.639 0.497 -0.162
H -4.757617 2.938750 22.087204 -0.534 -0.221 0.329
H -1.605247 4.266757 21.023446 -0.431 -0.117 0.464
H -2.642167 3.680508 22.346505 0.244 -0.417 1.295
H -2.859757 5.274257 21.651000 -0.465 0.990 0.374
H -2.523319 4.205604 18.706916 -0.736 -0.494 0.130
H -2.830291 2.579889 16.579608 -0.930 0.129 0.223
H -4.129199 3.783034 16.317351 0.257 -0.115 0.295
H -4.552065 2.153052 16.246674 -0.143 -0.667 -0.272
O -5.201091 -2.355414 15.525962 0.204 -0.298 0.325
S -4.431784 -1.567730 14.502667 -0.328 1.318 0.189
N -4.363597 -0.106077 14.777519 0.274 -1.006 -0.117


2.
72
Properties=species:S:1:pos:R:3:forces:R:3 method="wB97M-V/def2-TZVPD" lumo_ev=0.0855 total_charge=0 homo_energy_ev=-7.88 largest_force_ev_per_a=12.02
C 4.178103 0.156493 -1.485913 -4.189 7.120 -3.969
C 3.667801 1.323578 -2.091585 3.605 -8.751 4.428
P 2.925736 2.752299 -3.117674 -1.280 -0.046 0.674
C 3.111422 4.553145 -2.538880 0.840 1.568 1.357
C 2.060303 5.055989 -1.392755 -0.646 1.212 0.039
O 2.538901 6.393335 -0.907495 -1.515 -0.500 -0.511
C 1.200376 2.511556 -2.343724 -1.656 -1.699 1.104
O 0.722971 1.165126 -2.805995 -1.200 2.093 -0.562
C -0.508085 1.288038 -3.598683 -0.826 -1.583 -1.614
C -0.234361 1.650362 -5.204581 -0.008 0.063 -0.292
P 4.848881 2.871087 -4.228714 1.589 -0.191 -0.213
S 6.394502 3.061387 -3.062956 0.274 0.185 -0.016
H 4.339143 -0.903052 -0.963713 -0.320 3.022 -1.415
H 2.309687 2.496227 -4.427125 0.144 0.194 0.565
H 4.201824 4.661279 -2.066922 -2.257 -0.328 -1.071
H 3.072913 5.313496 -3.427994 0.013 -1.584 1.491
H 0.987897 5.269133 -1.861493 2.236 -0.941 1.030
H 2.001416 4.380974 -0.432846 0.113 1.038 -2.204
H 1.751638 7.002493 -0.764864 1.441 -1.429 -0.348
H 0.386994 3.270719 -2.725410 1.872 -1.048 0.872
H 1.222168 2.412628 -1.153612 -0.078 0.552 -2.533
H -0.995831 0.199208 -3.621689 1.146 2.350 0.277
H -1.326469 1.992773 -3.148825 1.791 -1.157 -0.664
H 0.764359 1.172164 -5.609540 -1.956 0.830 1.072
H -1.100511 1.224088 -5.905801 1.729 0.993 1.762
H -0.158862 2.806092 -5.393548 -0.165 -2.151 0.405
H 4.707464 3.985705 -5.155223 -0.210 -0.901 0.204
H 4.953884 1.645982 -5.015753 -0.477 0.965 0.130
C -3.139882 0.865919 1.031692 0.043 -0.655 0.598
C -2.530629 -0.308671 0.270857 0.474 0.198 0.239
O -3.473261 -0.619581 -0.752646 -1.116 1.040 -0.344
S -4.222494 0.752632 -1.217519 -0.123 -0.317 0.087
O -3.565120 1.244632 -2.407865 -1.095 -0.376 1.254
O -5.649488 0.544430 -1.135405 1.821 0.312 -0.483
O -3.760260 1.682071 0.039613 -0.067 -0.386 -1.128
H -3.914721 0.526132 1.726470 0.091 -0.033 -0.017
H -2.386536 1.438163 1.579671 -0.151 0.060 -0.283
H -2.357992 -1.176002 0.912499 -0.529 0.345 -0.743
H -1.590779 -0.020583 -0.211862 -0.009 -0.048 0.142
C 3.038440 -3.164020 -3.205834 -0.079 0.349 -0.738
C 2.750328 -4.406777 -4.043847 -0.685 0.188 0.247
O 3.878777 -5.256640 -3.851196 0.703 0.408 0.800
S 4.463695 -5.027628 -2.345922 0.281 -0.384 0.208
O 3.930900 -6.065932 -1.491999 0.941 1.404 -0.940
O 5.874989 -4.735888 -2.443593 -1.806 -0.626 0.222
O 3.668645 -3.642436 -2.018756 0.236 -1.024 -0.060
H 3.739075 -2.496863 -3.718239 -0.108 -0.033 0.008
H 2.127357 -2.612759 -2.958217 0.215 -0.145 0.180
H 2.619549 -4.173656 -5.103245 0.264 -0.144 0.161
H 1.863880 -4.933774 -3.675315 0.022 0.115 -0.059
C -0.262900 -1.656946 5.419904 0.012 -0.429 0.449
C 0.346352 -2.831536 4.659070 0.622 0.372 0.197
O -0.596279 -3.142446 3.635566 -0.834 0.820 0.031
S -1.345513 -1.770233 3.170693 -0.232 -1.172 -0.950
O -0.688139 -1.278233 1.980347 -0.253 -0.106 1.623
O -2.772507 -1.978435 3.252807 5.224 -3.547 -9.294
O -0.883279 -0.840794 4.427825 1.021 -0.509 -1.327
H -1.037740 -1.996733 6.114682 0.058 0.024 -0.058
H 0.490446 -1.084702 5.967883 -0.172 0.076 -0.287
H 0.518989 -3.698867 5.300711 -0.236 0.043 -0.242
H 1.286202 -2.543448 4.176350 -0.044 -0.023 0.127
C -5.445199 -0.752223 7.294789 -0.561 -0.226 0.267
C -4.973020 -2.203617 7.279914 0.327 0.264 0.512
O -4.894463 -2.556381 5.900723 -0.187 0.781 -0.642
S -4.486825 -1.233596 5.037882 0.435 0.241 0.427
O -3.060061 -1.268811 4.804999 -6.313 4.029 9.397
O -5.453404 -1.063629 3.978052 1.580 -0.276 1.147
O -4.785820 -0.125587 6.195818 0.095 -0.514 -0.251
H -6.524957 -0.687290 7.126102 0.076 -0.053 0.088
H -5.192772 -0.245557 8.230120 0.102 0.024 -0.296
H -5.657815 -2.869864 7.809954 0.057 0.028 -0.333
H -3.970032 -2.296146 7.709781 -0.110 0.031 0.065


3.
107
Properties=species:S:1:pos:R:3:forces:R:3 method="wB97M-V/def2-TZVPD" lumo_ev=2.4091 total_charge=-1 homo_energy_ev=-6.01 largest_force_ev_per_a=3.40
Cl 1.927958 0.350461 -0.395319 1.490 -1.140 -0.484
O 3.402750 0.656738 -0.513004 -2.830 -0.625 0.266
O 1.562504 0.088450 0.990058 0.550 -0.101 -0.387
O 1.138420 1.438699 -0.868483 -0.177 1.424 -0.319
O 1.564217 -0.800027 -1.235712 0.907 0.467 0.859
C -0.878293 2.432197 2.641415 0.952 1.573 0.975
C -1.145232 3.716707 1.796978 -1.127 -2.155 0.034
C -0.326701 4.894336 2.195282 1.010 0.375 0.339
O -0.941292 6.153751 1.986267 -0.294 1.076 0.094
C -0.251052 7.179147 2.723854 -0.445 -0.201 -0.538
N -1.013980 3.307486 0.408374 -0.851 0.944 -0.073
H -0.771751 2.809490 3.658476 -0.209 -0.281 0.463
H 0.122237 2.056150 2.427838 -0.040 -0.308 -0.391
H -1.603078 1.618313 2.660670 -0.121 0.353 -0.624
H -2.163093 4.034897 2.022397 -0.445 -0.171 -0.359
H 0.548861 4.893728 1.546057 0.720 -0.159 0.501
H -0.120270 4.826337 3.263392 0.551 -0.125 0.121
H 0.823095 6.994361 2.735978 0.048 -0.188 0.311
H -0.686515 7.290785 3.716834 0.272 -0.394 0.335
H -0.362181 8.170614 2.284810 -0.337 -0.206 -0.584
H -1.142407 4.157578 -0.121660 0.060 -0.078 -0.691
H -0.094675 2.938260 0.211780 0.222 -0.163 -0.003
C 2.943127 1.813334 -4.583127 -0.638 -0.773 0.347
C 4.186483 2.553474 -4.064803 -0.436 -1.169 -0.240
C 3.837900 3.702665 -3.092872 0.731 0.337 -0.374
O 4.778723 4.788340 -3.183599 0.566 -1.030 0.151
C 4.494866 5.772090 -2.258176 -0.842 2.547 -0.459
N 5.087742 1.584929 -3.455415 0.458 -0.273 0.889
H 2.523324 1.093257 -3.880744 -0.310 0.697 1.085
H 3.178876 1.015239 -5.287100 0.567 0.608 -0.939
H 2.133033 2.436428 -4.962087 0.084 0.047 -0.125
H 4.743145 2.796768 -4.969804 -0.163 1.313 0.113
H 3.826440 3.405853 -2.044127 -0.075 -0.721 -0.041
H 2.858231 4.134864 -3.296705 -0.278 -0.179 -0.279
H 4.819738 6.725121 -2.675674 -0.016 0.173 -0.620
H 4.916497 5.937876 -1.266784 0.581 -1.759 0.453
H 3.418782 5.896331 -2.136911 -0.324 -0.116 0.098
H 4.668511 1.205611 -2.618471 -0.201 0.180 0.605
H 5.137958 0.753248 -4.026278 0.191 0.041 -0.515
C -0.555419 -3.168374 1.620867 -0.916 0.190 -0.015
C -1.880226 -2.501115 1.082838 0.363 -0.508 -0.636
C -3.141766 -3.102154 1.689648 -0.363 -0.830 -0.048
O -3.669209 -4.259470 0.985337 0.601 -0.254 0.920
C -2.907671 -5.479510 0.929456 -0.253 0.482 -0.151
N -1.893977 -1.070694 1.389658 -0.128 -0.858 -0.094
H 0.396084 -2.690764 1.387147 -0.235 0.215 -1.081
H -0.540234 -4.221180 1.338972 0.275 -0.036 0.222
H -0.505093 -3.039326 2.702025 -0.564 -0.468 0.423
H -2.021673 -2.711362 0.022700 0.462 0.474 -0.225
H -4.026761 -2.467568 1.736487 0.359 0.576 -0.742
H -2.929381 -3.195552 2.754669 0.027 -1.181 0.483
H -2.353363 -5.701439 1.841372 0.142 0.286 0.110
H -2.255259 -5.488124 0.056311 0.356 0.182 0.074
H -3.576051 -6.326191 0.772969 -0.432 0.241 0.072
H -1.903278 -1.179222 2.393771 0.096 1.102 0.662
H -0.963758 -0.753291 1.157193 0.281 0.591 0.002
C -0.745513 0.301293 -4.428268 -0.118 1.448 -0.763
C -1.601577 1.254944 -3.514096 -1.800 -0.445 -2.328
C -2.909959 1.877137 -4.206014 1.686 -1.375 -0.013
O -3.363398 2.908976 -3.418138 0.513 2.047 1.149
C -4.179038 3.892577 -4.002533 0.623 -0.339 -0.276
N -2.087022 0.466968 -2.437038 0.730 -1.073 2.036
H -1.254106 -0.405060 -5.084386 -0.661 -0.464 0.873
H 0.056732 -0.178504 -3.867663 -0.312 -0.102 0.087
H -0.263731 0.870988 -5.222908 0.424 0.689 0.168
H -0.926915 2.003228 -3.098171 -0.158 0.699 -0.625
H -3.770177 1.207977 -4.186872 0.437 -1.125 -0.398
H -2.655305 2.069602 -5.248227 -0.126 0.816 -0.211
H -3.623570 4.705073 -4.470935 0.538 0.046 -0.127
H -4.735683 4.374069 -3.198525 -0.520 -0.394 -0.231
H -4.719608 3.411530 -4.817690 -0.896 0.247 0.180
H -1.301691 0.614415 -1.819277 0.213 -1.098 1.034
H -2.823486 0.842609 -1.856861 -0.447 0.615 -0.490
C -2.465773 -3.916284 -3.175328 -0.686 -0.363 1.894
C -1.150146 -3.724267 -2.378195 1.692 0.378 -2.922
C -0.000821 -4.682896 -2.857850 -1.263 -0.699 0.404
O -0.577701 -6.023140 -2.801667 1.692 -1.288 0.064
C 0.337127 -7.210102 -2.875069 -0.666 2.129 1.157
N -0.707879 -2.373329 -2.708798 -0.150 0.056 -0.316
H -2.768234 -4.962718 -3.215200 0.122 -0.013 -0.066
H -2.617497 -3.453725 -4.150584 1.045 0.002 -0.057
H -3.211344 -3.417554 -2.556058 -0.400 0.000 0.087
H -1.149163 -3.883941 -1.299956 -0.956 -0.355 0.048
H 0.778957 -4.450070 -2.132692 0.500 -0.765 0.160
H 0.413657 -4.536392 -3.855266 -0.346 0.462 -0.146
H 1.054843 -7.154172 -2.056629 0.117 0.197 0.219
H 0.949566 -7.275957 -3.774341 -0.513 0.045 -0.403
H -0.268245 -8.088128 -2.649905 -0.132 0.129 -0.566
H 0.081798 -1.966060 -2.228536 0.088 -0.361 0.443
H -1.466494 -1.708464 -2.658222 -0.112 0.200 0.060
C 1.748879 -1.514827 8.486349 1.178 1.430 0.478
C 0.710484 -2.018669 7.544334 1.205 -0.707 -0.604
C 1.131922 -2.031238 6.027730 -0.459 -0.046 -0.288
O 1.649491 -0.824485 5.613915 1.300 1.585 1.007
C 1.817845 -0.415951 4.248133 -0.812 -0.084 0.966
N 0.450634 -3.438653 7.987263 -0.842 1.462 -0.928
H 1.398838 -1.453755 9.516807 -0.431 -0.173 -0.042
H 2.043900 -0.498272 8.226179 0.083 0.142 -0.119
H 2.671400 -2.090685 8.560188 -0.103 -0.348 -0.452
H -0.137538 -1.339126 7.629044 -0.393 -0.358 0.013
H 0.271644 -2.235192 5.390216 -0.629 -0.435 0.177
H 1.846050 -2.826110 5.812588 0.320 -0.446 0.329
H 1.953850 -1.256757 3.567950 -0.091 0.124 -0.109
H 2.656815 0.278556 4.204646 0.184 -0.356 0.047
H 0.935712 0.193849 4.053003 -0.133 -0.262 -0.788
H -0.557830 -3.432366 8.042510 -0.339 -0.774 0.206
H 0.663436 -3.955497 7.146020 -0.070 -0.742 0.012


4.
26
Properties=species:S:1:pos:R:3:forces:R:3 method="wB97M-V/def2-TZVPD" lumo_ev="-2.3325 / -1.9459" total_charge=0 spin_multiplicity=2 homo_energy_ev="-7.02 / -7.01" largest_force_ev_per_a=6.88
N -0.667515 -0.768216 3.001501 -1.514 1.516 -2.007
C -1.518519 0.139341 2.148034 0.093 2.943 2.327
O -1.793239 1.371575 2.654815 0.605 -5.712 -3.778
C -2.190352 -0.239357 0.684585 -0.463 0.087 0.707
C -1.291215 0.173203 -0.612107 -1.530 2.367 1.130
P 0.360799 -0.738256 -0.846843 2.465 -0.441 -5.023
N 1.813385 -1.698582 -1.361382 0.599 -1.700 0.650
Cl -0.089160 -2.506727 0.265992 -1.394 -0.304 1.766
O 1.212992 0.120514 0.457580 -0.274 1.915 -0.973
C 1.738881 1.439722 -0.029944 -0.316 0.765 -2.572
C 2.129998 1.124580 -1.622625 0.592 0.307 1.522
O 0.945433 0.386170 -2.093076 1.552 1.766 1.612
H 0.363046 -0.622578 2.818166 -1.608 -0.084 0.063
H -0.936379 -1.773457 2.932455 0.560 1.255 -0.664
H -3.167966 0.447014 0.625174 1.295 -2.622 -0.202
H -2.632535 -1.348161 0.649220 1.248 2.512 0.118
H -1.019676 1.328856 -0.480460 -0.582 -2.099 -0.111
H -1.964900 0.141801 -1.595426 1.524 -0.306 2.246
H -0.305541 -1.353397 -2.002739 -0.181 0.109 0.775
H 1.716653 -2.001993 -2.364647 -0.105 0.711 1.478
H 1.822407 -2.583123 -0.788630 0.426 1.347 -1.188
H 2.619246 1.931826 0.571819 -1.699 -1.654 -0.798
H 0.933343 2.301576 -0.192483 1.077 -1.932 1.039
H 3.158633 0.574472 -1.526322 -2.201 0.157 -0.670
H 2.386221 2.063230 -2.290795 -1.122 -1.635 1.415
Ti -3.624040 2.089968 0.998135 0.951 0.731 1.137